Entry 1:
{
  "formula": "C3H4ClNS2",
  "method": "ωB97M-V/def2-TZVPD",
  "total_energy_ha": -1427.9792,
  "relative_energy_kj_mol": 110.58,
  "fmax_ha_per_bohr": 0.0921,
  "species": ["N", "C", "C", "Cl", "C", "S", "S", "H", "H", "H", "H"],
  "coordinates": [[-1.292, -1.482, 0.421], [-0.141, -0.987, 0.796], [0.532, 0.062, 0.257], [1.944, 0.557, 1.031], [0.051, 0.972, -0.799], [-1.362, 0.761, -1.677], [1.163, 2.183, -1.604], [-1.758, -1.091, -0.424], [-1.616, -2.465, 0.893], [0.505, -1.232, 1.636], [1.974, 2.724, -0.531]]
}

***

Entry 2:
{
  "formula": "C16H15NO3",
  "method": "ωB97M-V/def2-TZVPD",
  "total_energy_ha": -899.1908,
  "relative_energy_kj_mol": 98.74,
  "fmax_ha_per_bohr": 0.0141,
  "species": ["C", "C", "O", "C", "C", "C", "C", "C", "C", "O", "C", "O", "C", "C", "C", "C", "N", "C", "C", "C", "H", "H", "H", "H", "H", "H", "H", "H", "H", "H", "H", "H", "H", "H", "H"],
  "coordinates": [[-0.532, -3.293, 5.939], [-1.126, -2.079, 5.267], [-1.986, -1.408, 5.776], [-0.550, -1.784, 3.896], [-1.354, -0.715, 3.164], [-0.846, -0.335, 1.800], [0.314, -0.851, 1.237], [0.725, -0.455, -0.021], [-0.017, 0.470, -0.746], [0.506, 0.772, -1.995], [0.014, 1.681, -2.844], [-0.953, 2.378, -2.661], [0.830, 1.738, -4.087], [0.482, 2.658, -5.075], [1.240, 2.714, -6.230], [2.317, 1.846, -6.350], [2.654, 0.969, -5.419], [1.932, 0.914, -4.317], [-1.181, 0.996, -0.201], [-1.577, 0.589, 1.059], [0.546, -3.322, 5.808], [-0.781, -3.295, 6.997], [-0.955, -4.186, 5.481], [0.480, -1.448, 4.048], [-0.518, -2.713, 3.322], [-1.386, 0.181, 3.791], [-2.387, -1.059, 3.070], [0.915, -1.570, 1.770], [1.627, -0.856, -0.459], [-0.369, 3.304, -4.916], [1.004, 3.411, -7.019], [2.943, 1.849, -7.233], [2.242, 0.183, -3.584], [-1.769, 1.714, -0.748], [-2.482, 1.001, 1.479]]
}

***

Entry 3:
{
  "formula": "C15H12MoNO9",
  "method": "ωB97M-V/def2-TZVPD",
  "total_energy_ha": -1377.6471,
  "relative_energy_kj_mol": 18.67,
  "fmax_ha_per_bohr": 0.0345,
  "charge": 3,
  "species": ["Mo", "O", "C", "O", "C", "C", "C", "C", "C", "O", "C", "C", "O", "O", "H", "H", "H", "H", "H", "H", "H", "H", "O", "C", "C", "C", "C", "C", "C", "C", "O", "N", "O", "O", "H", "H", "H", "H"],
  "coordinates": [[0.311, -0.602, 0.846], [3.339, -3.280, 0.787], [2.471, -2.980, 0.160], [1.893, -1.053, 0.839], [1.459, -3.205, -0.900], [1.085, -1.977, -1.785], [0.387, -2.429, -3.047], [-0.980, -2.951, -2.545], [-0.917, -2.715, -1.055], [-0.103, -1.420, -0.983], [0.042, -3.664, -0.342], [-0.102, -3.552, 1.167], [0.012, -4.335, 2.014], [-0.412, -2.145, 1.501], [1.948, -3.996, -1.483], [1.828, -1.189, -1.881], [0.976, -3.184, -3.569], [0.270, -1.583, -3.721], [-1.145, -4.008, -2.756], [-1.805, -2.397, -2.987], [-1.859, -2.532, -0.544], [-0.147, -4.703, -0.617], [-0.868, 0.295, 2.202], [-1.124, 1.521, 2.493], [-0.700, 2.612, 1.730], [-1.086, 3.917, 2.099], [-0.668, 4.962, 1.306], [0.119, 4.772, 0.182], [0.530, 3.483, -0.196], [0.114, 2.435, 0.578], [0.524, 1.156, 0.311], [-1.078, 6.344, 1.678], [-0.673, 7.225, 0.964], [-1.777, 6.436, 2.657], [-1.750, 1.658, 3.377], [-1.695, 4.113, 2.974], [0.419, 5.643, -0.391], [1.162, 3.329, -1.059]]
}